Entry 1:
{"formula": "C35H39N2OPPd", "method": "ωB97M-V/def2-TZVPD", "charge": 0, "e_above_lowest_kj_mol": 23.6, "s2": 2.008, "spin_multiplicity": 3, "gap_ev": [7.31, 6.38], "symbols": ["H", "C", "C", "H", "H", "H", "C", "H", "H", "C", "C", "P", "H", "C", "H", "C", "Pd", "C", "C", "H", "C", "C", "C", "H", "H", "C", "C", "H", "H", "H", "N", "C", "C", "C", "C", "C", "C", "C", "H", "H", "H", "O", "C", "C", "H", "N", "C", "H", "H", "H", "C", "H", "C", "H", "H", "H", "C", "C", "C", "H", "H", "C", "H", "H", "H", "H", "C", "H", "C", "C", "H", "H", "H", "H", "H", "H", "C", "C", "H"], "coordinates": [[-3.440, -0.755, 2.680], [-4.997, 0.198, -1.846], [0.914, 4.016, 1.611], [-2.637, -1.908, 0.581], [5.214, 5.128, -0.611], [-5.267, 2.292, -2.105], [0.030, 5.004, 2.013], [3.179, -3.714, 2.135], [-5.402, 4.453, 1.886], [0.544, 0.400, -4.015], [-3.030, -0.128, 3.472], [1.663, 1.744, 0.166], [-2.427, 4.486, -0.258], [5.678, 2.113, 0.854], [-2.412, 1.237, -2.159], [-3.395, 1.376, 0.599], [-0.661, 0.399, 0.253], [-3.235, 1.832, 1.930], [-1.176, 5.179, 1.344], [2.360, -3.984, 3.673], [1.377, 1.343, -1.569], [2.530, -3.256, 2.883], [-3.961, 2.931, 2.365], [7.000, 3.730, 0.373], [-1.053, -0.569, -2.959], [-4.490, 1.634, -1.703], [-0.173, 0.059, -2.875], [-1.204, 2.835, 3.531], [-4.247, -0.509, -1.494], [-0.180, -4.515, 2.411], [-0.181, -1.467, 1.231], [5.982, 3.363, 0.341], [-1.479, 4.380, 0.254], [0.245, 0.530, -1.636], [-2.313, 1.085, 2.878], [-4.996, 3.150, 0.224], [-0.578, 3.413, -0.173], [2.091, 1.702, -2.708], [4.135, 0.670, 1.216], [0.227, 0.024, -4.981], [2.213, 1.475, -4.835], [-2.749, 0.304, 0.151], [3.358, 2.426, 0.261], [3.674, 3.685, -0.250], [-3.858, 0.202, 4.103], [1.055, -1.617, 1.743], [1.234, -2.838, 2.279], [-2.907, 2.904, -2.488], [-3.836, 3.279, 3.384], [1.839, 3.870, 2.159], [-3.224, 1.859, -2.532], [-2.835, -3.170, 1.812], [0.045, -3.508, 2.101], [2.891, 4.306, -0.672], [2.971, 2.331, -2.642], [-5.908, 0.048, -1.262], [-1.689, 1.956, 3.960], [-2.216, -2.831, 0.981], [4.978, 4.150, -0.211], [-5.683, 3.659, -0.444], [0.275, 5.626, 2.865], [-4.288, 2.056, -0.263], [1.697, -0.841, 1.674], [-5.225, -0.021, -2.892], [-0.825, 2.818, -1.047], [-1.882, 5.928, 1.679], [-0.816, -2.612, 1.436], [3.057, -2.405, 3.314], [1.667, 1.218, -3.936], [-4.842, 3.599, 1.527], [-1.475, 0.692, 2.284], [-2.429, 2.295, 4.687], [-2.350, -0.731, 4.080], [-3.393, 1.604, -3.582], [-0.940, 1.380, 4.509], [-2.243, -3.602, 0.210], [4.370, 1.649, 0.814], [0.620, 3.210, 0.510], [6.457, 1.499, 1.288]], "atomic_forces_ev_per_a": [[0.00, 0.00, -0.01], [-0.01, -0.02, 0.00], [0.01, -0.03, -0.01], [0.01, 0.01, 0.01], [0.00, 0.00, 0.00], [0.00, 0.01, 0.00], [-0.04, 0.00, -0.02], [0.00, 0.00, 0.00], [0.00, -0.01, 0.00], [-0.01, -0.02, -0.02], [0.02, 0.00, 0.00], [0.14, 0.09, 0.15], [-0.01, 0.02, 0.00], [0.00, -0.02, 0.00], [-0.04, 0.02, 0.00], [-0.13, 0.12, -0.04], [-0.19, 0.08, -0.20], [0.04, -0.03, 0.05], [0.02, 0.00, 0.01], [0.00, -0.01, -0.01], [-0.02, -0.03, -0.05], [0.02, 0.00, 0.03], [-0.02, 0.07, 0.02], [0.00, 0.00, 0.00], [0.00, 0.00, -0.01], [0.04, -0.01, -0.01], [0.01, -0.01, 0.06], [0.00, 0.00, -0.01], [-0.01, 0.01, -0.01], [0.00, 0.00, 0.00], [-0.03, -0.09, -0.03], [0.01, 0.02, 0.00], [0.02, 0.01, 0.01], [0.03, -0.04, -0.07], [-0.08, 0.05, -0.21], [0.06, -0.07, -0.01], [-0.08, -0.01, -0.08], [0.02, -0.01, 0.05], [0.00, 0.00, 0.00], [0.00, 0.00, 0.00], [0.00, -0.01, 0.00], [0.20, -0.25, 0.11], [0.01, 0.00, -0.01], [-0.05, 0.01, 0.00], [0.00, 0.00, 0.01], [0.01, -0.02, 0.01], [-0.04, 0.04, -0.03], [-0.01, 0.01, 0.00], [-0.01, 0.01, -0.02], [0.00, -0.01, -0.01], [-0.01, -0.01, -0.01], [0.00, 0.00, 0.00], [0.01, -0.02, 0.03], [0.01, -0.01, 0.00], [-0.01, 0.00, 0.03], [0.00, 0.00, 0.00], [0.00, -0.03, 0.08], [-0.04, 0.02, -0.05], [0.03, 0.01, 0.00], [0.00, 0.01, 0.01], [0.00, 0.00, 0.00], [-0.05, 0.12, 0.10], [0.00, 0.02, -0.02], [0.00, 0.00, 0.00], [0.03, 0.01, 0.03], [0.00, 0.00, 0.00], [0.10, -0.04, 0.05], [0.00, 0.00, 0.00], [0.01, 0.01, -0.04], [0.02, -0.02, 0.01], [0.01, 0.00, 0.09], [-0.01, -0.01, -0.01], [-0.01, 0.00, 0.00], [0.00, 0.00, 0.02], [0.00, 0.03, 0.00], [-0.01, 0.01, 0.00], [0.01, 0.00, -0.02], [0.03, 0.01, 0.04], [0.00, 0.00, 0.00]], "mulliken_charge": [0.275, -1.548, -0.451, -0.166, 0.402, 0.598, -0.869, 0.255, 0.373, -0.757, -1.596, 0.957, 0.481, -0.674, -0.159, 1.126, -0.132, 0.887, -0.521, 0.352, 1.091, -1.292, -0.478, 0.390, 0.573, 0.249, -0.259, 0.359, 0.108, 0.434, 0.215, -0.491, -0.564, -0.144, 2.504, -0.996, -0.485, -0.627, 0.372, 0.395, 0.386, -1.447, 0.242, -0.340, 0.349, -0.107, 0.873, 0.292, 0.274, 0.421, -1.061, 0.307, -1.394, 0.475, 0.444, 0.388, -1.799, -0.770, -0.682, 0.359, 0.385, 0.594, -0.040, 0.447, 0.414, 0.383, 0.335, 0.356, -0.709, -1.296, -0.899, 0.387, 0.382, 0.539, 0.416, 0.337, -0.334, 0.497, 0.408]}

Entry 2:
{"formula": "C29H57BBrFINO9P", "method": "ωB97M-V/def2-TZVPD", "charge": 1, "gap_ev": 6.52, "symbols": ["C", "C", "H", "C", "H", "H", "H", "O", "H", "H", "H", "B", "F", "H", "H", "C", "I", "H", "H", "O", "H", "H", "H", "H", "H", "H", "H", "N", "C", "C", "C", "H", "C", "C", "C", "H", "C", "C", "H", "C", "H", "H", "O", "C", "H", "H", "C", "C", "C", "C", "O", "O", "H", "H", "H", "O", "C", "H", "C", "Br", "C", "H", "C", "H", "H", "O", "H", "H", "H", "C", "C", "H", "H", "H", "H", "H", "H", "H", "C", "H", "H", "H", "H", "H", "C", "P", "C", "H", "C", "H", "H", "O", "H", "H", "H", "O", "H", "H", "C", "H", "H"], "coordinates": [[-1.690, -0.052, -2.149], [0.186, -1.914, 2.869], [-2.142, -6.592, 0.393], [-0.233, -5.588, -6.927], [-3.633, -4.874, 0.945], [-5.504, 1.607, -3.558], [-1.102, -5.655, -6.266], [-1.642, -3.114, -2.965], [1.780, 2.783, -2.288], [-0.420, -0.702, -5.563], [-0.892, 3.718, -1.182], [-1.986, -0.636, -4.442], [-4.407, 3.717, -0.863], [-0.048, -2.958, 2.670], [0.530, 4.992, -2.144], [-0.335, 1.211, -0.591], [2.144, 3.948, 1.767], [-1.076, -0.316, 3.630], [2.866, 3.409, -1.044], [5.177, 4.653, 3.948], [-2.743, -5.736, -1.045], [-2.516, -2.784, 2.763], [2.166, 0.995, 5.436], [4.668, -1.327, 7.416], [-3.751, -1.074, -5.094], [-1.652, 1.830, -3.724], [-2.561, 4.122, -2.593], [1.401, 1.038, 1.666], [-2.203, -2.155, 3.585], [-1.157, -1.205, 3.008], [1.017, 4.540, -1.283], [7.158, 5.057, 3.818], [-6.871, 2.995, -3.591], [1.107, -1.485, 1.699], [0.844, -0.096, 1.169], [4.584, -0.115, 3.025], [-2.772, 3.068, -2.435], [6.457, 4.335, 3.410], [2.362, -0.607, 4.775], [-1.512, -1.237, -1.425], [0.941, -4.655, -5.682], [6.470, 4.414, 2.320], [-0.636, -0.612, -4.630], [4.215, 0.837, 2.662], [0.835, 0.235, 4.584], [-3.066, -1.640, 3.986], [-1.479, 2.267, -2.752], [2.156, 3.687, -1.815], [-0.065, 3.765, -0.525], [0.268, 2.395, -0.006], [-5.737, 2.327, -4.149], [-2.735, -4.613, 0.722], [2.672, -2.934, 1.752], [-1.163, -5.323, -0.358], [-1.515, -0.915, 2.028], [-2.497, -0.127, -3.244], [-3.340, 2.852, -1.061], [6.783, 3.333, 3.704], [-0.049, -0.017, 0.069], [-0.948, 4.874, 0.845], [1.910, 0.365, 4.595], [-7.725, 2.321, -3.499], [4.504, -0.329, 7.812], [-0.373, -4.752, -7.616], [-0.162, -6.506, -7.503], [-2.837, -1.089, -5.391], [3.249, -1.318, 1.323], [-3.726, 1.840, -0.950], [2.852, -1.728, 2.982], [1.115, 2.271, 1.039], [2.567, -1.875, 1.951], [1.391, 5.362, -0.685], [-7.130, 3.799, -4.274], [5.295, -0.103, 8.529], [0.352, -2.570, -3.085], [-0.079, -4.249, -3.527], [-2.628, 3.047, -0.261], [-0.631, 2.906, -2.924], [-1.146, 1.159, -1.788], [-3.525, 2.790, -3.158], [3.540, -0.306, 8.325], [-2.279, -3.164, -0.990], [2.696, 4.234, -2.579], [0.722, -1.906, 3.806], [-0.272, -3.429, -2.847], [2.486, 1.164, 3.090], [-2.179, -5.627, -0.116], [4.402, 1.460, 7.045], [-2.217, -2.491, -1.847], [-6.641, 3.421, -2.612], [4.538, 4.027, 3.599], [4.532, 0.571, 6.702], [-3.231, -2.237, -2.129], [-1.772, -2.812, 4.333], [-0.562, -2.128, 0.168], [0.982, -5.467, -6.191], [0.838, -2.158, 0.907], [4.798, 1.632, 3.113], [-0.683, -1.204, -0.363], [4.340, 0.903, 1.587], [-0.018, -3.766, -1.840]], "atomic_forces_ev_per_a": [[-0.08, 0.14, -0.18], [-0.31, -0.13, -0.32], [0.03, 0.00, 0.00], [0.09, 0.04, 0.07], [-0.03, 0.03, 0.06], [-0.04, -0.05, 0.00], [-0.01, -0.01, -0.01], [-0.14, 0.01, -0.49], [-0.01, -0.19, -0.06], [0.14, -0.23, -0.03], [-0.46, -0.47, -0.39], [-0.05, -0.22, 0.08], [-0.09, 0.04, -0.05], [0.09, -0.27, 0.05], [-0.19, 0.18, -0.04], [-0.05, 0.01, -0.37], [0.25, 0.13, -0.03], [0.09, 0.26, -0.05], [0.07, -0.11, 0.11], [0.10, -0.02, -0.01], [0.02, 0.02, -0.03], [-0.31, -0.38, -0.10], [0.18, 0.37, -0.06], [0.01, -0.02, -0.01], [-0.13, -0.01, -0.16], [0.17, -0.20, -0.06], [-0.12, 0.25, 0.12], [-0.02, -1.27, -0.66], [0.31, 0.00, -0.28], [-0.11, -0.18, 0.22], [0.14, 0.12, -0.22], [0.02, 0.02, 0.01], [0.08, -0.03, 0.02], [0.56, -0.05, 0.61], [-0.06, 0.40, -0.07], [0.12, -0.22, -0.05], [0.49, 0.03, -0.18], [-0.12, 0.01, 0.02], [0.01, -0.20, 0.12], [-0.09, -0.02, -0.14], [0.05, 0.05, -0.02], [0.01, 0.00, 0.00], [-0.01, 0.32, -0.06], [-0.24, -0.74, -0.12], [-0.24, 0.13, -0.08], [-0.14, 0.08, 0.11], [-0.20, 0.26, -0.04], [-0.04, -0.06, -0.13], [0.01, 0.52, 0.12], [-0.46, -0.16, -0.48], [-0.01, -0.02, 0.07], [0.10, -0.07, -0.07], [0.11, -0.16, -0.11], [0.02, -0.01, 0.00], [-0.08, 0.36, -0.08], [0.01, -0.31, 0.08], [-0.13, 0.03, 0.20], [0.02, 0.01, 0.00], [0.03, 0.22, 0.09], [-0.16, 0.11, 0.03], [-0.02, -1.55, -0.30], [-0.01, 0.01, -0.02], [0.01, 0.07, -0.07], [0.00, -0.01, -0.02], [0.00, -0.02, -0.02], [-0.05, 0.16, 0.01], [0.22, -0.04, -0.26], [-0.02, -0.18, 0.05], [0.16, 0.11, 0.29], [0.64, -0.33, 0.92], [-0.18, 0.31, 0.28], [0.10, 0.07, 0.07], [-0.01, 0.02, -0.02], [0.01, -0.02, 0.00], [0.13, 0.12, -0.11], [0.09, -0.08, -0.19], [0.01, -0.05, 0.07], [0.33, 0.38, 0.19], [0.29, 0.14, 0.39], [-0.28, 0.06, -0.22], [0.00, -0.01, 0.00], [0.13, -0.11, 0.03], [0.14, 0.13, -0.09], [0.19, 0.09, 0.28], [-0.05, -0.04, 0.24], [-0.13, 2.47, 0.94], [-0.10, -0.01, 0.09], [0.10, 0.05, -0.01], [-0.11, 0.00, 0.43], [0.01, 0.02, -0.01], [-0.10, -0.05, -0.03], [-0.14, -0.02, 0.04], [-0.21, -0.04, -0.10], [-0.02, 0.02, 0.33], [-0.21, -0.08, 0.02], [-0.13, -0.01, 0.00], [0.14, 0.25, -0.24], [0.04, 0.17, 0.13], [-0.21, -0.18, -0.01], [0.06, -0.02, -0.21], [-0.03, -0.09, 0.16]], "mulliken_charge": [0.004, -1.345, 0.338, -0.492, 0.251, 0.238, 0.226, -0.335, 0.189, 0.307, -1.374, 1.076, -0.403, 0.445, 0.461, 0.384, 0.227, 0.273, 0.245, -0.485, 0.285, 0.222, 0.504, 0.231, 0.263, 0.301, 0.355, -0.025, -1.411, 0.202, -0.701, 0.259, -0.542, 1.092, 0.653, 0.388, -1.090, -0.545, 0.263, -0.215, 0.298, 0.243, -0.615, -0.746, 0.296, 0.411, -1.308, -1.052, -0.374, 1.579, -0.437, -0.425, 0.505, 0.156, 0.063, -1.022, 0.276, 0.250, 0.568, 0.066, -1.042, 0.283, -0.635, 0.242, 0.249, -0.531, 0.280, 0.175, 0.284, 0.608, -1.792, 0.583, 0.228, 0.289, 0.237, 0.269, -0.013, 0.640, 0.691, 0.548, 0.278, -0.012, 0.448, 0.768, -0.472, -0.139, -0.619, 0.278, -0.806, 0.225, 0.206, -0.427, 0.511, 0.358, 0.446, -0.492, 0.121, 0.100, -1.330, 0.376, 0.137]}